{
  "formula": "C43H46FIN5O11S3SeSnTe",
  "method": "ωB97M-V with the def2-TZVPD basis set",
  "elements": ["Sn", "C", "C", "N", "C", "C", "C", "O", "O", "C", "O", "C", "C", "C", "F", "C", "C", "C", "N", "C", "C", "N", "C", "C", "H", "H", "H", "H", "H", "H", "H", "H", "H", "H", "H", "H", "H", "H", "H", "H", "H", "H", "O", "S", "O", "O", "C", "C", "C", "C", "C", "C", "S", "O", "O", "O", "H", "H", "H", "H", "Te", "C", "C", "C", "C", "C", "C", "C", "C", "C", "C", "C", "C", "H", "H", "H", "H", "H", "H", "H", "H", "H", "H", "N", "C", "O", "C", "I", "H", "H", "H", "H", "C", "S", "C", "O", "H", "H", "H", "H", "H", "H", "Se", "C", "C", "C", "N", "C", "C", "H", "H", "H", "H"],
  "coordinates": [[0.78, -1.98, 1.30], [-3.43, 0.26, 5.12], [-2.30, 0.58, 6.08], [-0.97, 0.44, 5.49], [-0.41, -0.80, 5.44], [0.78, -1.09, 4.87], [1.09, -2.52, 4.50], [1.44, -3.37, 5.30], [0.81, -2.73, 3.25], [1.59, -0.03, 4.32], [2.70, -0.21, 3.81], [0.94, 1.28, 4.31], [1.58, 2.36, 3.70], [0.91, 3.51, 3.44], [1.63, 4.54, 2.91], [-0.48, 3.63, 3.67], [-1.05, 2.64, 4.45], [-0.36, 1.46, 4.79], [-1.34, 4.61, 3.10], [-0.81, 5.52, 2.08], [-0.48, 4.81, 0.77], [-1.65, 4.03, 0.26], [-2.29, 3.19, 1.32], [-2.58, 4.02, 2.55], [-4.39, 0.38, 5.62], [-3.36, -0.76, 4.75], [-3.42, 0.90, 4.24], [-2.33, -0.10, 6.93], [-2.39, 1.59, 6.49], [-1.02, -1.59, 5.86], [2.61, 2.24, 3.38], [-2.09, 2.73, 4.72], [0.08, 6.03, 2.44], [-1.58, 6.28, 1.93], [0.30, 4.06, 0.90], [-0.17, 5.50, -0.02], [-1.29, 3.39, -0.48], [-2.34, 4.66, -0.15], [-1.59, 2.38, 1.54], [-3.18, 2.74, 0.90], [-3.06, 3.37, 3.27], [-3.27, 4.85, 2.35], [-3.07, 0.54, 2.01], [-2.49, -0.78, 1.78], [-3.04, -1.85, 2.56], [-1.00, -0.68, 1.88], [-2.84, -1.12, 0.05], [-3.46, -0.09, -0.65], [-3.84, -0.22, -1.97], [-3.61, -1.41, -2.63], [-2.98, -2.45, -1.96], [-2.59, -2.32, -0.63], [-1.83, -3.81, 0.02], [-2.88, -4.63, 0.54], [-1.09, -4.37, -1.10], [-0.91, -3.36, 1.09], [-3.68, 0.81, -0.10], [-4.33, 0.60, -2.48], [-3.89, -1.54, -3.67], [-2.78, -3.38, -2.47], [1.34, -2.77, -2.44], [-0.09, -2.79, -4.01], [-0.42, -1.63, -4.70], [-1.37, -1.66, -5.72], [-2.00, -2.85, -6.05], [-1.69, -4.01, -5.36], [-0.73, -3.98, -4.35], [2.51, -1.34, -3.47], [2.30, 0.02, -3.22], [3.00, 0.98, -3.92], [3.94, 0.60, -4.87], [4.17, -0.75, -5.12], [3.45, -1.71, -4.42], [0.05, -0.69, -4.44], [-1.61, -0.74, -6.25], [-2.74, -2.87, -6.84], [-2.18, -4.94, -5.60], [-0.49, -4.89, -3.81], [1.57, 0.32, -2.47], [2.82, 2.03, -3.73], [4.50, 1.35, -5.42], [4.90, -1.05, -5.86], [3.62, -2.76, -4.62], [1.59, -6.08, -0.33], [1.40, -5.34, 0.77], [1.83, -4.19, 0.87], [0.75, -5.94, 2.00], [-0.28, -7.79, 1.76], [1.86, -5.56, -1.16], [1.00, -6.89, -0.47], [0.03, -5.21, 2.38], [1.52, -6.10, 2.74], [5.63, -0.67, -1.68], [4.83, -1.32, -0.21], [4.20, 0.25, 0.41], [3.64, -2.09, -0.69], [4.88, -0.19, -2.31], [6.07, -1.51, -2.21], [6.41, 0.04, -1.39], [3.59, 0.73, -0.35], [5.05, 0.87, 0.71], [3.60, 0.03, 1.29], [0.51, 1.71, -0.33], [0.47, 2.90, -1.79], [1.36, 3.99, -1.93], [1.22, 4.88, -2.98], [0.27, 4.80, -3.92], [-0.56, 3.76, -3.81], [-0.50, 2.81, -2.80], [2.15, 4.13, -1.20], [1.90, 5.71, -3.07], [-1.32, 3.67, -4.58], [-1.20, 1.98, -2.79]],
  "lowdin_charge": [1.3185, -0.0638, -0.1908, -0.0270, 0.0284, -0.0475, -0.5769, 0.0795, -0.2005, -0.3457, 0.0375, -0.0584, 0.0738, -0.1985, 0.0383, -0.1411, 0.0523, -0.1237, -0.0617, -0.1415, -0.1264, 0.0444, -0.1223, -0.1335, 0.0800, 0.0677, 0.0431, 0.1186, 0.1129, 0.1557, 0.1391, 0.1029, 0.1217, 0.1213, 0.0522, 0.1316, 0.0665, 0.1773, 0.0830, 0.1171, 0.1087, 0.1271, -0.3557, 0.4826, -0.2801, -0.5074, -0.1948, -0.0670, -0.0751, -0.0653, -0.0556, -0.2029, 0.4611, -0.2735, -0.3789, -0.4787, 0.0823, 0.1005, 0.1022, 0.1051, 1.4419, -0.5059, -0.1260, -0.1014, -0.1122, -0.0994, -0.1598, -0.5330, -0.1651, -0.0832, -0.1012, -0.1022, -0.1387, 0.0881, 0.0983, 0.0932, 0.0986, 0.0917, 0.0302, 0.0966, 0.0967, 0.0965, 0.0934, 0.1721, -0.6226, -0.1165, -0.5341, 0.8063, 0.0669, 0.0259, 0.0402, 0.0643, -0.2544, 0.8318, -0.2601, -0.6671, 0.0271, 0.0513, 0.0524, 0.0290, 0.0556, 0.0258, 0.6640, -0.7398, -0.1545, -0.1843, 0.0290, -0.1774, -0.1438, 0.0950, 0.0953, 0.0959, 0.0910],
  "homo_lumo_gap_ha": 0.24409,
  "energy_ev": -197109.720,
  "charge": -1,
  "de_lowest_kj_mol": 0.0
}